<a>
This record from OMol25 describes 2 unconnected molecules or ions with the total composition C4H11N2O2. The level of theory is ωB97M-V with the def2-TZVPD basis set.

As for the HOMO energy: -3.449 eV. For the LUMO energy, the calculation gives 0.085 Eh. For the orbital gap, the calculation gives 5.78 eV.

```
! wB97M-V def2-TZVPD RIJCOSX def2/J DEFGRID3
* xyz -1 1
C 0.08 -0.72 -0.71
N 1.13 0.26 -0.99
C 2.67 0.19 -0.45
O 2.98 -0.49 0.62
C -0.32 -0.60 0.82
N -1.71 -0.57 1.10
C -2.36 0.91 0.31
O -2.73 0.67 -0.89
H -0.92 -0.28 -1.19
H 0.39 -1.78 -0.91
H 1.24 0.38 -1.93
H 3.17 -0.23 -1.37
H 2.94 1.33 -0.37
H 0.68 1.06 1.14
H 0.09 0.35 1.14
H 0.32 -1.37 1.39
H -1.89 -0.29 2.07
H -1.36 1.59 0.42
H -3.10 1.22 1.20
*
```


<b>
This record from OMol25 describes 2 unconnected molecules or ions with the total composition C4H11N2O2. The level of theory is ωB97M-V with the def2-TZVPD basis set.

As for the HOMO energy: -4.147 eV. For the LUMO energy, the calculation gives 0.153 Eh. For the orbital gap, the calculation gives 8.32 eV.

```
! wB97M-V def2-TZVPD RIJCOSX def2/J DEFGRID3
* xyz -1 1
C -1.38 -1.29 -1.90
C -0.41 -0.56 -0.95
N -0.09 0.68 -1.63
C 1.15 1.28 -1.16
H -1.60 -2.34 -1.59
H -0.89 -1.36 -2.87
H -2.35 -0.77 -2.06
H 0.48 -1.20 -0.95
H -0.66 -0.40 0.08
H -0.90 1.29 -1.50
H 1.22 2.30 -1.54
H 1.22 1.20 -0.02
H 1.97 0.67 -1.55
N 0.73 0.30 3.56
C 0.21 0.00 2.30
O -0.71 0.77 1.90
O 0.66 -1.01 1.71
H 0.13 0.85 4.15
H 1.23 -0.44 4.02
*
```


Stability order, top to bottom: <b>, <a>


<a>
This record from OMol25 describes 2 unconnected molecules or ions with the total composition H5ISi2. The level of theory is ωB97M-V with the def2-TZVPD basis set.

As for the HOMO energy: -8.781 eV. For the LUMO energy, the calculation gives -0.052 Eh. For the orbital gap, the calculation gives 7.36 eV.

```
! wB97M-V def2-TZVPD RIJCOSX def2/J DEFGRID3
* xyz 0 1
Si 1.56 0.78 0.17
Si -1.86 -1.42 0.01
I -3.55 0.52 -0.18
H 2.64 0.99 -0.68
H 1.48 2.04 1.11
H 1.91 -0.61 0.71
H -2.65 -2.62 -0.42
H 0.46 0.32 -0.72
*
```


<b>
This record from OMol25 describes a molecular structure, H5ISi2. The level of theory is ωB97M-V with the def2-TZVPD basis set.

As for the HOMO energy: -9.523 eV. For the LUMO energy, the calculation gives 0.001 Eh. For the orbital gap, the calculation gives 9.54 eV.

```
! wB97M-V def2-TZVPD RIJCOSX def2/J DEFGRID3
* xyz 0 1
Si -0.84 0.36 0.83
Si 0.90 -0.32 -0.56
I -0.14 -1.96 -2.21
H -1.07 -0.58 2.08
H -0.35 1.70 1.31
H -2.01 0.71 -0.20
H 1.91 -1.03 0.15
H 1.60 1.12 -1.40
*
```


Stability order, top to bottom: <b>, <a>